Entry 1:
Entry from OMol25: 3 unconnected molecules or ions with the total composition C29H51BrClFIN5O7P at a distorted geometry (ωB97M-V/def2-TZVPD).

The geometry in XYZ format:
```
97
Properties=species:S:1:pos:R:3:forces:R:3
C -0.408 -4.595 -1.218 0.6 0.1 0.4
C -0.681 -3.302 -0.455 -0.5 -0.6 -0.1
C -1.950 -2.501 -0.852 1.0 0.0 0.4
I -3.032 -3.304 -2.531 -0.1 0.1 0.2
C -1.759 -0.982 -1.003 -1.4 -0.6 -0.9
N -1.054 -0.328 0.128 -0.1 0.4 -0.3
C -1.856 -0.026 1.334 -0.3 -0.6 0.5
C -1.687 -0.983 2.540 0.6 0.0 -0.2
C -0.392 -1.808 2.600 -0.1 0.4 0.8
Br -1.863 0.150 4.134 0.0 -0.1 -0.1
C -0.434 0.752 -0.423 0.2 0.1 -0.6
N 0.510 1.498 0.078 -0.4 0.0 0.4
P 1.193 2.828 -0.938 1.1 0.9 -0.1
N 2.359 3.559 -0.237 -0.3 0.0 -0.2
C 1.037 1.284 1.434 0.1 0.6 0.7
F 2.347 0.921 1.298 -0.2 -0.1 0.0
C 0.854 2.499 2.351 -0.2 -0.4 0.2
C 1.982 2.611 3.370 0.1 0.1 -0.4
N -0.854 1.053 -1.728 -0.2 -0.4 0.7
C -2.047 1.941 -1.591 0.2 0.8 0.2
C -2.070 3.107 -2.613 -0.6 -0.5 -1.2
O -0.955 2.962 -3.484 0.3 0.3 0.5
C -3.362 3.088 -3.445 -0.8 0.0 0.3
N -4.332 4.059 -2.919 0.2 0.0 0.2
C -1.083 -0.352 -2.245 1.2 1.0 -0.1
Cl -2.052 -0.151 -3.704 -0.2 -0.3 0.2
C 0.369 -0.802 -2.600 -0.4 0.0 -0.5
C 0.523 -1.711 -3.827 0.5 -0.4 0.5
C 1.742 -2.614 -3.790 0.5 -0.1 -0.3
C 2.263 -3.202 -2.641 0.2 -0.1 0.0
C 3.368 -4.053 -2.684 0.0 0.0 -0.5
C 3.985 -4.341 -3.900 -0.6 0.5 0.2
C 3.484 -3.742 -5.055 0.0 -0.1 0.1
C 2.385 -2.893 -5.004 0.0 -0.1 0.5
H -1.208 -5.313 -1.076 -0.2 0.0 -0.2
H 0.480 -5.052 -0.778 0.1 0.0 0.0
H -0.179 -4.431 -2.266 -0.2 -0.1 -0.2
H -0.833 -3.625 0.572 0.0 0.2 0.1
H 0.202 -2.670 -0.439 0.0 0.2 -0.1
H -2.655 -2.620 -0.035 -0.2 0.0 -0.1
H -2.796 -0.628 -1.035 0.0 0.3 0.1
H -2.909 -0.053 1.048 0.0 0.0 -0.2
H -1.676 0.998 1.647 0.3 0.1 0.0
H -2.517 -1.675 2.600 -0.2 0.1 0.0
H 0.047 -1.679 3.586 0.1 -0.1 0.1
H 0.367 -1.501 1.889 -0.1 -0.2 -0.3
H -0.617 -2.864 2.512 0.1 -0.1 -0.2
H 1.636 2.139 -2.068 -0.6 -0.4 0.1
H 0.099 3.641 -1.261 -0.2 -0.5 -0.1
H 2.172 4.544 -0.095 0.1 0.0 0.3
H 0.531 0.451 1.907 -0.1 -0.2 -0.3
H -0.074 2.310 2.895 -0.1 0.1 -0.1
H 0.731 3.411 1.778 0.1 0.1 0.0
H 2.209 1.644 3.810 0.0 0.0 0.2
H 2.875 2.979 2.873 0.1 0.0 0.1
H 1.703 3.310 4.151 0.0 0.0 0.1
H -1.999 2.397 -0.599 0.0 -0.1 0.1
H -2.995 1.411 -1.629 0.1 -0.3 -0.1
H -2.078 4.082 -2.117 0.3 0.0 0.2
H -0.887 3.789 -3.973 0.0 -0.1 -0.2
H -3.803 2.087 -3.461 0.3 -0.2 -0.1
H -3.149 3.342 -4.480 0.2 0.1 0.0
H -5.229 3.935 -3.371 0.0 0.1 -0.1
H -4.504 3.894 -1.933 0.0 0.0 0.0
H 0.864 0.134 -2.846 0.2 0.0 0.0
H 0.888 -1.193 -1.727 -0.2 -0.1 0.1
H 0.655 -1.069 -4.692 -0.3 0.0 -0.2
H -0.364 -2.324 -3.982 -0.1 0.0 0.0
H 1.814 -3.034 -1.672 0.0 0.1 0.0
H 3.736 -4.514 -1.780 0.0 0.0 0.1
H 4.824 -5.017 -3.948 0.1 0.0 0.0
H 3.954 -3.959 -6.004 0.0 0.1 -0.1
H 2.008 -2.437 -5.909 0.0 0.0 -0.1
C 4.134 0.630 -0.623 0.3 -0.2 0.1
O 5.369 0.718 -1.329 0.0 -0.1 -0.1
C 5.269 0.345 -2.604 0.1 0.0 0.0
O 4.254 -0.020 -3.147 -0.1 0.1 0.0
O 6.465 0.446 -3.170 0.0 0.0 0.0
C 6.500 0.074 -4.552 0.1 0.0 -0.2
H 4.319 0.962 0.386 0.3 0.1 0.0
H 3.399 1.278 -1.086 0.0 0.0 -0.1
H 3.785 -0.404 -0.613 -0.1 0.0 -0.1
H 5.850 0.718 -5.140 -0.1 -0.1 0.0
H 6.212 -0.968 -4.675 -0.1 0.0 0.0
H 7.527 0.205 -4.879 0.0 0.0 0.1
C -3.692 1.537 10.735 0.1 0.1 0.2
O -4.216 0.529 9.864 0.0 0.0 0.0
C -4.244 0.872 8.582 0.0 0.0 0.1
O -3.876 1.920 8.117 0.0 0.0 0.0
O -4.751 -0.149 7.888 0.0 0.0 0.0
C -4.842 0.095 6.486 -0.1 0.0 -0.2
H -3.727 1.125 11.739 -0.1 -0.1 -0.1
H -2.661 1.769 10.477 0.0 0.1 -0.1
H -4.303 2.436 10.692 0.0 0.0 -0.1
H -3.856 0.284 6.065 -0.1 0.1 0.1
H -5.502 0.937 6.283 0.1 0.1 0.0
H -5.261 -0.801 6.037 0.0 -0.1 0.1
```
Positions in Å, forces in eV/Å.

* LUMO level: -3.40 eV
* charge: +1

Entry 2:
Entry from OMol25: C3H6FNS in the gas phase at a distorted geometry (ωB97M-V/def2-TZVPD).

The geometry in XYZ format:
```
12
Properties=species:S:1:pos:R:3:forces:R:3
C 0.718 -1.354 0.287 1.1 -1.4 2.2
C 0.398 -0.182 -0.576 0.8 0.4 1.0
F 1.386 0.779 -0.401 1.3 0.8 0.2
C -0.897 0.512 -0.136 -0.9 -1.8 -1.6
N -0.787 1.786 0.213 -0.7 -1.6 -0.2
S -2.314 -0.365 -0.258 0.5 0.6 0.3
H -0.162 -2.022 0.258 0.7 0.0 0.1
H 0.902 -1.052 1.342 -0.9 0.3 -0.4
H 1.726 -1.887 0.201 -1.5 0.6 -1.2
H 0.564 -0.461 -1.599 -1.2 0.0 -0.8
H 0.174 2.088 0.219 -0.3 1.1 0.3
H -1.708 2.157 0.450 1.0 0.8 0.2
```
Positions in Å, forces in eV/Å.

* LUMO level: 0.62 eV
* relative energy (zero: lowest compared OMol25 entry of this formula, charge and spin): 13.8 kcal/mol
* SMILES: C[C@H](F)C(N)=S

Entry 3:
Entry from OMol25: C7H6N4O in the gas phase at a distorted geometry (ωB97M-V/def2-TZVPD).

The geometry in XYZ format:
```
18
Properties=species:S:1:pos:R:3:forces:R:3
O -2.576 1.954 0.254 2.7 -3.9 -1.2
C -2.316 0.689 0.097 0.3 5.5 2.5
N -3.313 -0.150 0.313 -5.2 0.3 -4.3
N -2.938 -1.354 -0.195 -3.0 -4.3 -0.8
N -1.710 -1.517 -0.392 -3.8 4.2 2.0
N -1.315 -0.206 -0.041 5.5 -1.0 -1.4
C 0.104 -0.215 -0.040 0.7 3.5 0.2
C 0.834 -1.370 0.228 2.4 0.7 -0.3
C 2.280 -1.070 0.322 -0.2 -2.5 0.2
C 2.837 0.174 0.033 2.6 0.5 -1.5
C 2.028 1.282 -0.224 -2.3 -2.1 0.8
C 0.676 1.160 -0.206 -1.2 -4.2 0.7
H -4.214 0.455 -0.327 2.7 -3.1 2.9
H 0.508 -2.483 0.240 0.3 2.5 0.3
H 2.895 -2.008 0.674 -0.8 2.2 -1.1
H 3.967 0.485 -0.306 -2.5 -1.7 1.8
H 2.326 2.247 -0.202 1.8 2.8 -0.5
H -0.073 1.926 -0.227 0.1 0.6 -0.2
```
Positions in Å, forces in eV/Å.

* LUMO level: 0.11 eV
* relative energy (zero: lowest compared OMol25 entry of this formula, charge and spin): 130.7 kcal/mol
* SMILES: O=c1[nH]nnn1-c1ccccc1